[1]
Entry from OMol25: the molecule C6H12N2 (wB97M-V/def2-TZVPD).

Properties
orbital gap: 9.92 eV
LUMO: 0.97 eV
E_tot: -9391.963 eV
max |F|: 0.080 hartree/bohr
structure (SMILES): C=C[C@]1(CN)CCN1
2S+1: 1

```
20
C6H12N2 wB97M-V/def2-TZVPD
C 0.85 0.62 1.15
H -0.27 -3.02 -0.62
H -1.29 2.13 0.44
H 0.51 1.49 1.99
C -1.02 1.34 -0.32
C -0.56 -1.98 -0.64
H 0.22 -0.41 -1.65
H -0.34 2.85 -1.46
H 2.66 -0.66 0.44
H 0.84 1.88 -0.68
N -0.01 1.84 -1.27
H -2.01 1.21 -0.81
C 2.08 0.07 1.04
N 0.39 -0.93 -0.75
H -1.29 -2.11 -1.41
C -0.39 0.07 0.30
H -2.43 -1.32 0.66
C -1.21 -1.32 0.74
H 2.98 0.41 1.69
H -0.80 -1.55 1.88
```

Atom charges from the natural (NBO) analysis, given in e for atoms 1 to 4: -0.2495 0.1825 0.1788 0.2179



[2]
Entry from OMol25: a cluster of 2 separate species, C6H12N2 in total (wB97M-V/def2-TZVPD).

Properties
orbital gap: 9.57 eV
LUMO: 0.92 eV
E_tot: -9396.679 eV
max |F|: 0.020 hartree/bohr
structure (SMILES): Cc1c[nH]cn1.CC
2S+1: 1

```
20
C6H12N2 wB97M-V/def2-TZVPD
C -1.09 -0.37 1.16
C -1.79 2.07 0.49
H -1.75 -1.24 1.15
H -1.01 -0.06 2.20
H 3.49 -1.72 1.09
H 2.55 -2.81 -0.94
H 1.38 -1.59 -1.14
H -2.45 3.52 -0.90
C 1.98 -2.08 -0.36
H 2.50 -0.26 0.79
H -0.13 -0.59 0.71
C -1.65 0.73 0.29
H 1.31 -2.67 0.26
N -1.87 0.43 -1.04
H 3.69 -0.82 -0.38
N -2.07 2.60 -0.74
C 2.95 -1.15 0.34
H -2.40 1.72 -2.66
C -2.15 1.57 -1.62
H -1.50 2.71 1.31
```

Atom charges from the natural (NBO) analysis, given in e for atoms 1 to 4: -0.6321 -0.1312 0.2251 0.2112



[3]
Entry from OMol25: the molecule C6H12N2 (wB97M-V/def2-TZVPD).

Properties
orbital gap: 9.23 eV
LUMO: 0.98 eV
E_tot: -9390.207 eV
max |F|: 0.074 hartree/bohr
structure (SMILES): C[C@@]12CNC[C@]1(C)N2
2S+1: 1

```
20
C6H12N2 wB97M-V/def2-TZVPD
H -2.64 0.88 -0.79
H -2.35 -0.59 0.29
H -2.28 1.07 1.30
N 0.29 1.74 0.22
C 2.09 0.09 -0.33
H 0.71 2.36 -0.44
C 0.28 -0.90 1.16
C -0.55 0.69 -0.32
H 0.31 -0.81 -1.94
H 3.03 0.38 0.16
H 1.19 -1.30 1.59
N -0.19 -1.62 -0.12
C 0.71 0.42 0.47
H -0.57 -0.84 1.92
H -1.65 -0.61 -1.54
H -0.86 -2.43 0.20
C -0.53 -0.59 -1.15
H 2.42 -1.01 -0.48
C -2.01 0.54 0.21
H 1.98 0.48 -1.27
```

Atom charges from the natural (NBO) analysis, given in e for atoms 1 to 4: 0.2217 0.2156 0.2327 -0.5522



[4]
Entry from OMol25: the molecule C6H12N2O (wB97M-V/def2-TZVPD).

Properties
orbital gap: 9.81 eV
LUMO: 0.82 eV
E_tot: -11441.491 eV
max |F|: 0.099 hartree/bohr
structure (SMILES): [H]/N=C(/N)C1(COC)CC1
2S+1: 1

```
21
C6H12N2O wB97M-V/def2-TZVPD
C 0.56 -0.40 -0.04
H -1.12 -1.60 -0.63
N 1.71 1.17 1.38
H 1.69 -1.34 1.60
C -0.94 -0.53 -0.51
H 2.59 -0.82 -0.69
C -2.93 0.57 0.23
C 1.58 -1.25 -0.71
O -1.79 -0.17 0.61
C 1.09 0.89 0.26
H -2.85 1.72 0.00
H 1.93 0.27 1.97
H -1.03 0.16 -1.37
H 1.59 2.70 -0.41
N 1.33 1.80 -0.79
H -3.46 0.62 1.20
H 0.68 1.84 -1.51
C 1.08 -1.52 0.70
H -3.50 0.21 -0.66
H 0.60 -2.40 0.86
H 1.23 -1.90 -1.50
```

Atom charges from the natural (NBO) analysis, given in e for atoms 1 to 4: -0.1920 0.1929 -0.7086 0.2050



[5]
Entry from OMol25: the molecule C6H12N2O (wB97M-V/def2-TZVPD).

Properties
orbital gap (spin up / spin down): 7.67 / 7.67 eV
LUMO (spin up / spin down): 0.41 / 0.41 eV
E_tot: -11439.905 eV
max |F|: 0.064 hartree/bohr
2S+1: 1

```
21
C6H12N2O wB97M-V/def2-TZVPD
H 1.87 -1.76 0.82
H 2.00 3.17 -0.87
H 0.11 -1.98 1.62
H -2.87 -0.82 -0.56
O -3.42 0.92 0.33
C 0.93 -1.32 1.06
H -0.12 0.89 -1.54
H -1.00 0.72 1.30
C -1.20 0.08 0.44
C 0.07 -0.74 -0.06
N 1.27 2.87 -0.13
C 0.48 0.60 -0.71
N 1.27 1.45 -0.01
C -2.56 0.10 -0.01
C -0.23 -1.77 -1.09
H 1.55 3.32 0.76
H -0.60 -2.74 -0.50
H -1.01 -1.62 -1.79
H 1.56 1.02 0.87
H 0.65 -1.84 -1.69
H 1.25 -0.56 1.74
```

Atom charges from the natural (NBO) analysis, given in e for atoms 1 to 4: 0.2201 0.3596 0.2446 0.0921



[6]
Entry from OMol25: a cluster of 2 separate species, C6H12N2O in total (wB97M-V/def2-TZVPD).

Properties
orbital gap: 8.91 eV
LUMO: 0.60 eV
E_tot: -11443.690 eV
max |F|: 0.040 hartree/bohr
structure (SMILES): Cc1c[nH]cn1.CCO
2S+1: 1

```
21
C6H12N2O wB97M-V/def2-TZVPD
C 0.66 1.25 0.29
C 1.87 0.76 -1.46
H -0.75 3.94 -0.47
N 1.37 1.93 -1.72
C 0.64 2.29 -0.59
H -1.24 -1.01 0.79
H 2.41 0.08 -2.10
H 1.29 -0.72 -0.18
H 0.77 4.44 -1.11
H 0.37 1.22 1.33
H -2.75 -3.24 1.23
H -1.61 -3.97 0.19
C 0.33 3.73 -0.42
C -2.01 -2.99 0.47
C -0.96 -2.05 1.01
H -2.49 -2.62 -0.42
O 0.27 -2.18 0.30
H 0.64 -3.07 0.39
N 1.50 0.28 -0.23
H 0.55 4.02 0.61
H -0.84 -2.10 2.08
```

Atom charges from the natural (NBO) analysis, given in e for atoms 1 to 4: -0.1195 0.1863 0.2136 -0.4662



[7]
Entry from OMol25: the molecule C6H12N2O (wB97M-V/def2-TZVPD).

Properties
orbital gap: 9.41 eV
LUMO: 0.90 eV
E_tot: -11442.713 eV
max |F|: 0.109 hartree/bohr
structure (SMILES): C=CNC(C)(C)C(N)=O
2S+1: 1

```
21
C6H12N2O wB97M-V/def2-TZVPD
C -1.88 -0.16 0.86
N 0.59 1.60 -2.28
H -3.27 -1.45 1.78
H 0.57 0.51 2.14
C 0.98 -1.37 0.14
N -0.86 0.20 -0.42
H -2.14 -2.23 0.54
H 1.04 2.13 -3.02
C -2.45 -1.33 1.07
C 0.89 0.94 1.19
C 1.31 0.76 -1.50
H 0.56 -2.02 -0.63
H -0.35 1.84 -1.99
H 0.45 1.93 1.09
C 0.47 0.05 0.03
H 2.07 -1.38 0.02
O 2.50 0.55 -1.69
H 0.74 -1.80 1.12
H -2.13 0.74 1.42
H 1.98 1.02 1.22
H -1.05 -0.53 -1.10
```

Atom charges from the natural (NBO) analysis, given in e for atoms 1 to 4: -0.0214 -0.8502 0.2156 0.2134



[8]
Entry from OMol25: a cluster of 2 separate species, C6H12N2O in total (wB97M-V/def2-TZVPD).

Properties
orbital gap: 9.63 eV
LUMO: 0.85 eV
E_tot: -11443.788 eV
max |F|: 0.030 hartree/bohr
structure (SMILES): Cc1c[nH]cn1.CCO
2S+1: 1

```
21
C6H12N2O wB97M-V/def2-TZVPD
H 0.55 2.26 1.91
H 2.07 -3.37 0.06
H 1.61 -0.38 -0.14
H 2.88 -1.16 0.84
H -2.05 1.58 -2.47
O 2.95 -1.21 -1.25
C 1.41 -2.52 0.17
C -1.58 1.33 -0.31
N -1.54 2.04 1.77
C -1.79 0.84 -1.70
H -0.94 0.25 -2.00
H -2.58 0.12 -1.77
H 0.59 -2.65 -0.56
H 3.49 -2.00 -1.33
H -3.42 1.43 0.90
N -0.25 1.61 0.04
C -0.27 1.94 1.29
C 2.22 -1.26 -0.02
C -2.37 1.62 0.74
H 0.95 -2.54 1.15
H -1.92 2.07 2.70
```

Atom charges from the natural (NBO) analysis, given in e for atoms 1 to 4: 0.1941 0.1946 0.2056 0.1479



[9]
Entry from OMol25: the molecule C6H12N2O (wB97M-V/def2-TZVPD).

Properties
orbital gap: 9.11 eV
LUMO: 0.74 eV
E_tot: -11440.647 eV
max |F|: 0.070 hartree/bohr
structure (SMILES): C/N=C(C)\C(C)=C/NO
2S+1: 1

```
21
C6H12N2O wB97M-V/def2-TZVPD
H 0.24 2.86 -1.07
H -0.50 1.36 2.20
N -1.67 -0.89 0.20
H -1.34 -0.35 -1.82
H -3.08 -1.30 -1.48
C 1.47 0.72 -0.47
H -1.35 -0.18 2.72
O 1.42 -1.53 -0.06
C -1.87 -1.13 -1.21
H -1.34 -2.17 -1.47
C 0.11 0.87 -0.33
C -0.58 0.22 2.05
C -0.77 -0.04 0.55
H 2.92 -0.54 -0.81
H 1.82 -1.97 0.78
H 0.40 -0.23 2.42
N 2.25 -0.34 -0.11
C -0.52 2.20 -0.58
H -0.78 2.71 0.40
H -1.47 2.16 -1.12
H 2.03 1.46 -0.97
```

Atom charges from the natural (NBO) analysis, given in e for atoms 1 to 4: 0.2122 0.2094 -0.4402 0.1865



[10]
Entry from OMol25: a cluster of 2 separate species, C6H12N2O in total (wB97M-V/def2-TZVPD).

Properties
orbital gap: 10.14 eV
LUMO: 0.90 eV
E_tot: -11440.691 eV
max |F|: 0.008 hartree/bohr
structure (SMILES): NNC1(O)CC1.C=C=C
2S+1: 1

```
21
C6H12N2O wB97M-V/def2-TZVPD
H -1.51 1.15 1.11
H 3.16 2.13 0.94
H -0.87 -1.32 -2.98
N -0.06 -1.46 -2.38
H -3.08 -0.30 -0.23
C 1.90 0.60 1.53
H -0.05 -1.18 1.08
C -2.27 0.18 -0.74
H -2.49 0.47 -1.76
H -0.91 1.91 -0.43
C 2.30 1.52 0.72
H 0.81 -0.13 3.14
N 0.05 -0.33 -1.52
C -0.89 -0.31 -0.44
H 1.90 -1.34 2.30
C 1.51 -0.33 2.35
C -1.33 1.04 0.05
H 1.79 1.72 -0.21
O -0.78 -1.37 0.47
H 1.01 -0.32 -1.17
H -0.23 -2.31 -1.83
```

Atom charges from the natural (NBO) analysis, given in e for atoms 1 to 4: 0.2182 0.2323 0.3438 -0.6616



[11]
Entry from OMol25: the molecule C6H12N2O (wB97M-V/def2-TZVPD).

Properties
orbital gap: 8.09 eV
LUMO: 0.87 eV
E_tot: -11438.252 eV
max |F|: 0.066 hartree/bohr
2S+1: 1

```
21
C6H12N2O wB97M-V/def2-TZVPD
H 0.84 2.61 0.72
H -2.48 -1.28 3.15
C 1.42 -0.13 -0.42
H 2.15 -0.07 -2.67
H 0.57 0.95 -3.02
H 2.06 0.52 -0.95
H -0.44 1.85 -0.10
H 1.53 0.12 1.58
C 0.99 -0.06 -2.81
H -2.00 -2.16 1.60
H -0.36 1.88 1.59
N -0.75 -0.72 -1.33
C -0.32 -0.82 1.11
C 0.18 1.71 0.71
C -2.39 -1.24 2.06
C 0.72 0.28 0.81
N 0.41 -0.38 -1.50
H 1.82 -1.19 -0.33
H -3.26 -0.72 1.56
O -1.33 -0.32 1.76
H 0.64 -0.80 -3.52
```

Atom charges from the natural (NBO) analysis, given in e for atoms 1 to 4: 0.2098 0.1863 -0.2549 0.2015



Record order is preserved below.
Relative energy (zero: lowest compared OMol25 entry of this formula, charge and spin): 112.7 3.9 153.2 73.3 109.9 22.6 45.1 20.4 92.8 91.8 148.0 kcal per mole